ORCA calculation (ωB97M-V/def2-TZVPD) on the molecule C6H11NO at a distorted geometry.

```
19
Properties=species:S:1:pos:R:3:lowdin_charge:R:1
C -0.54837 0.27273 2.39076 -0.018
C 0.31401 0.72778 1.22213 -0.552
O 1.11511 1.62464 1.20586 0.062
N -0.04573 0.09075 0.08672 -0.093
C -0.96659 -1.01106 -0.09768 -0.163
C -1.03233 -1.10235 -1.67842 -0.127
C 0.44479 -0.63601 -2.08139 -0.179
C 0.94039 0.29894 -1.00222 -0.148
H -0.42336 -0.81318 2.40654 0.058
H -0.11236 0.64962 3.43396 0.126
H -1.65593 0.42617 2.37871 0.087
H -1.97265 -0.79621 0.34074 0.119
H -0.56166 -1.99166 0.38957 0.145
H -1.81151 -0.42449 -2.16876 0.124
H -1.36266 -2.04881 -2.06210 0.081
H 1.24797 -1.47376 -2.45496 0.157
H 0.40321 -0.11452 -2.95185 0.042
H 0.78282 1.46143 -1.38904 0.177
H 1.95386 0.19286 -0.69587 0.102
```

SMILES = CC(=O)N1CCCC1
relative energy (zero: lowest compared OMol25 entry of this formula, charge and spin) = 1.559 eV
LUMO level = 0.819 eV
E_HOMO = -9.132 eV
total energy = -9936.89583 eV
multiplicity = 1



ORCA calculation (ωB97M-V/def2-TZVPD) on a cluster of 2 separate species, C6H11NO in total at a distorted geometry.

```
19
Properties=species:S:1:pos:R:3:lowdin_charge:R:1
C 2.77759 -0.45661 -0.30600 -0.126
C 1.40900 -0.37771 0.49263 -0.315
C 0.01130 -0.61214 -0.25417 -0.230
C -1.44726 -0.50482 0.40509 -0.275
C -1.69478 0.92637 -0.00926 -0.213
C -0.44287 1.70759 -0.10689 -0.098
H 4.06728 -0.64062 0.47584 0.171
H 2.89036 0.44309 -1.23519 0.125
H 2.39253 -1.62153 -0.58776 0.099
H 1.38157 -0.93498 1.57207 0.163
H -0.05367 -0.73158 -1.38081 0.158
H -1.56615 -0.85011 1.53671 0.176
H -2.24753 -2.26816 0.11483 0.143
H -2.26954 0.96005 -0.96759 0.126
H -2.40543 1.42778 0.74608 0.141
H -0.39251 2.30507 0.80851 0.116
H -0.31437 2.04443 -1.27025 0.166
N 0.41888 0.50920 0.27211 -0.179
O -2.51438 -1.32528 -0.30595 -0.147
```

relative energy (zero: lowest compared OMol25 entry of this formula, charge and spin) = 9.086 eV
LUMO level = 0.805 eV
E_HOMO = -8.104 eV
total energy = -9929.36885 eV
multiplicity = 1



ORCA calculation (ωB97M-V/def2-TZVPD) on a cluster of 2 separate species, C6H11NO in total at a distorted geometry.

```
19
Properties=species:S:1:pos:R:3:lowdin_charge:R:1
C 1.47247 -1.40459 -0.55016 -0.001
C 0.52776 -0.25834 -0.63300 -0.209
C 0.63151 0.96069 -1.29261 0.077
N -0.53934 1.69071 -1.08835 0.097
C -1.39311 0.93075 -0.38196 0.069
C -0.74645 -0.29682 -0.03757 -0.163
C -1.41578 -1.24942 0.88280 0.009
H 0.91349 -2.28249 -0.23261 0.087
H 2.31754 -1.27738 0.12457 0.098
H 1.88389 -1.64292 -1.53242 0.100
H 1.37690 1.33351 -1.97787 0.158
H -0.71054 2.53526 -1.59621 0.175
H -2.36289 1.36025 -0.17799 0.167
H -1.94927 -0.67333 1.63818 0.106
H -2.16644 -1.84435 0.35702 0.113
H -0.74539 -1.95199 1.36990 0.096
H 1.60553 0.94260 1.97345 0.060
H 0.47022 1.59465 1.12671 -0.005
O 0.82990 1.53322 2.02812 -0.033
```

relative energy (zero: lowest compared OMol25 entry of this formula, charge and spin) = 0.310 eV
LUMO level (alpha / beta) = -3.732 / -7.553 eV
E_HOMO (alpha / beta) = -14.619 / -14.521 eV
⟨S²⟩ = 0.7650
total energy = -9929.91805 eV
multiplicity = 2
total charge = +1



ORCA calculation (ωB97M-V/def2-TZVPD) on the ion C6H11NO with charge +1 at a distorted geometry.

```
19
Properties=species:S:1:pos:R:3:lowdin_charge:R:1
O -3.40480 0.00816 0.69228 0.313
C -2.27818 -0.24767 0.22357 -0.344
N -1.26999 -0.05474 1.05609 0.174
C 0.01679 0.32725 0.62676 -0.149
C 1.32944 -0.31160 1.14882 -0.181
C 2.43891 -0.12224 0.17671 -0.194
C 2.39775 0.49441 -1.03481 0.014
C -2.21682 -0.28598 -1.28878 0.076
H -1.50391 -0.12370 1.98154 0.155
H 0.03950 1.47295 0.73180 0.196
H -0.00474 -0.01913 -0.40241 0.086
H 1.24934 -1.37767 1.37318 0.126
H 1.62303 0.12495 2.10059 0.120
H 3.40593 -0.48177 0.71156 0.143
H 3.49091 0.68062 -1.53755 0.132
H 1.47134 0.85061 -1.42891 0.029
H -1.26733 -0.09918 -1.60431 0.041
H -2.52953 -1.21205 -1.83682 0.141
H -2.98763 0.37678 -1.68934 0.122
```

relative energy (zero: lowest compared OMol25 entry of this formula, charge and spin) = 3.317 eV
LUMO level (alpha / beta) = -4.353 / -8.781 eV
E_HOMO (alpha / beta) = -13.349 / -13.340 eV
⟨S²⟩ = 0.7652
total energy = -9926.91121 eV
multiplicity = 2
total charge = +1



Question: Which value of total energy does entry 4 give?
Answer: -9926.91121 eV



Question: The lowest relative energy (zero: lowest compared OMol25 entry of this formula, charge and spin) belongs to which entry?
Answer: number 3



Question: Which of these has the lowest relative energy (zero: lowest compared OMol25 entry of this formula, charge and spin)?
Answer: number 3